Record 1
DFT (wB97M-V/def2-TZVPD) results for a structure of composition C30H46N2O9P2SZr in a non-equilibrium geometry.

The geometry in XYZ format:
```
91
C30H46N2O9P2SZr (wB97M-V/def2-TZVPD)
Zr 0.4766 0.7107 1.0322
C -5.5727 -2.0384 0.5166
C -5.2532 -0.6527 1.0205
C -5.9976 -0.2593 2.2710
O -3.7920 -0.6553 1.3419
P -2.8302 0.4810 0.9395
O -1.5419 0.3560 1.7256
C -2.4007 0.2983 -0.8107
P -1.2707 -1.0442 -1.2204
O -0.0550 -0.9922 -0.3224
O -0.9618 -0.7341 -2.6992
C -0.4182 -1.5974 -3.7860
C -1.5808 -2.2495 -4.4936
C 0.6042 -2.5614 -3.2347
O -2.0707 -2.3665 -1.0457
C -1.5586 -3.5704 -0.3324
C -2.1898 -4.7578 -1.0143
C -1.9072 -3.4461 1.1315
O -3.5791 1.8133 1.1550
C -3.2785 3.2214 0.7768
C -3.8854 3.5017 -0.5757
C -1.7958 3.4984 0.8738
H -6.6205 -2.0808 0.2198
H -5.4135 -2.7764 1.3030
H -4.9590 -2.2952 -0.3475
H -5.3991 0.0882 0.2309
H -5.7860 -0.9642 3.0748
H -7.0693 -0.2802 2.0722
H -5.7295 0.7454 2.5941
H -1.9462 1.2203 -1.1875
H -3.3191 0.1561 -1.3900
H 0.0639 -0.8584 -4.4219
H -2.0967 -2.9514 -3.8386
H -1.2088 -2.8016 -5.3572
H -2.2885 -1.5032 -4.8512
H 0.1335 -3.3347 -2.6218
H 1.3644 -2.0369 -2.6584
H 1.0939 -3.0677 -4.0669
H -0.4762 -3.5677 -0.4658
H -3.2766 -4.7024 -0.9494
H -1.8654 -5.6736 -0.5202
H -1.8997 -4.8155 -2.0624
H -2.9871 -3.4232 1.2725
H -1.4742 -2.5422 1.5624
H -1.5079 -4.3072 1.6687
H -3.8113 3.7636 1.5543
H -3.3757 2.9571 -1.3717
H -3.7881 4.5656 -0.7937
H -4.9451 3.2517 -0.5868
H -1.2354 3.0232 0.0587
H -1.3933 3.1983 1.8412
H -1.6242 4.5696 0.7670
C 6.0594 5.8041 -1.6698
C 5.1406 4.6279 -1.5352
C 5.1037 3.6269 -2.5032
C 4.2479 2.5452 -2.3832
C 3.4197 2.4715 -1.2721
C 3.4357 3.4532 -0.2844
C 4.2949 4.5227 -0.4252
S 2.3461 1.1176 -1.0963
O 0.9638 1.7060 -0.8172
O 2.4369 0.2585 -2.2324
N 2.5268 0.4304 0.3255
C 3.2098 -0.7438 0.6416
C 4.3364 -1.2465 0.0498
C 4.9327 -2.4226 0.5566
C 4.4257 -3.0649 1.6490
C 3.2589 -2.5685 2.2781
C 2.6647 -3.1592 3.4136
C 1.5229 -2.6233 3.9505
C 0.9477 -1.5025 3.3413
N 1.4779 -0.9187 2.2794
C 2.6408 -1.4197 1.7513
H 6.6857 5.7237 -2.5554
H 6.7069 5.8899 -0.7964
H 5.4843 6.7286 -1.7404
H 5.7530 3.6934 -3.3664
H 4.2177 1.7743 -3.1415
H 2.7864 3.3776 0.5799
H 4.3171 5.2930 0.3354
H 4.7843 -0.7437 -0.7972
H 5.8215 -2.8014 0.0709
H 4.9004 -3.9519 2.0468
H 3.1234 -4.0361 3.8539
H 1.0520 -3.0498 4.8240
H 0.0272 -1.0759 3.7244
C 1.7623 2.3671 3.4424
O 0.9733 2.1187 2.2891
H 1.2543 1.9831 4.3283
H 1.9289 3.4368 3.5671
H 2.7283 1.8663 3.3396
```

Properties
LUMO = -5.54 eV
electronic energy = -83955.7511 eV
orbital gap = 0.2885 Eh
M = 763.94 g/mol
total charge = +2
energy relative to the best compared isomer or geometry (same formula, charge and spin) = 0.403 eV

Record 2
DFT (wB97M-V/def2-TZVPD) results for a structure of composition C30H46N8NiSSi2.

The geometry in XYZ format:
```
88
C30H46N8NiSSi2 (wB97M-V/def2-TZVPD)
Ni 0.3914 0.3460 -0.9945
N 4.5252 0.7816 -1.0526
C 3.5097 -0.0803 -0.9312
N 2.4009 0.6053 -0.9590
C 2.7962 1.8897 -1.0984
N 4.0885 2.0559 -1.1631
C 1.7678 2.9307 -1.0952
C 2.0636 4.2818 -0.9919
N 1.1089 5.2005 -0.9096
C -0.1401 4.7467 -0.9264
C -0.4340 3.3999 -1.0517
N 0.5199 2.4833 -1.1474
H 5.5115 0.5933 -1.0564
H 3.6056 -1.1556 -0.8280
H 3.0966 4.6080 -0.9774
H -0.9338 5.4810 -0.8507
H -1.4599 3.0589 -1.0998
C -1.8186 -1.0798 -3.7518
Si -2.0923 0.5093 -2.8178
C -3.9318 0.8330 -3.0680
C -1.2398 1.8860 -3.7732
C -1.6060 0.4205 -1.0277
Si -2.6866 -0.5538 0.1131
C -2.5926 -2.4068 -0.1120
C -2.3544 -0.0313 1.9033
C -4.4989 -0.0915 -0.0823
H -2.3994 -1.0511 -4.6827
H -2.1603 -1.9394 -3.1585
H -0.7702 -1.2515 -4.0104
H -4.1090 1.1042 -4.1182
H -4.3368 1.6335 -2.4360
H -4.5055 -0.0793 -2.8644
H -1.4400 1.7529 -4.8425
H -0.1515 1.8781 -3.6366
H -1.6090 2.8796 -3.4895
H -1.6286 1.4357 -0.6057
H -1.6435 -2.7089 -0.5614
H -3.4063 -2.7558 -0.7637
H -2.6866 -2.9210 0.8516
H -1.3462 0.3785 2.0627
H -2.4789 -0.8813 2.5871
H -3.0757 0.7430 2.2007
H -4.9573 -0.5712 -0.9543
H -4.6292 0.9930 -0.1868
H -5.0542 -0.4131 0.8096
C 1.3362 -3.1332 -5.0586
C 1.7636 -1.8561 -4.7361
C 1.5635 -1.3439 -3.4576
C 0.9454 -2.1004 -2.4528
C 0.4706 -3.3718 -2.8123
C 0.6672 -3.8769 -4.0895
N 0.7741 -1.5424 -1.1740
C 0.9493 -2.2884 -0.0116
C 1.5640 -3.5593 0.0317
C 1.6503 -4.2799 1.2188
C 1.1578 -3.7727 2.4146
C 0.6427 -2.4827 2.4090
C 0.5742 -1.7481 1.2370
H 1.5025 -3.5374 -6.0519
H 2.2615 -1.2482 -5.4849
H 1.8702 -0.3313 -3.2238
H -0.0881 -3.9476 -2.0847
H 0.2874 -4.8661 -4.3337
H 1.9689 -3.9875 -0.8768
H 2.1093 -5.2638 1.2034
H 1.1822 -4.3636 3.3235
H 0.2778 -2.0401 3.3342
H 0.2101 -0.7378 1.2408
C -0.5548 3.1368 3.2154
N 0.1806 2.2149 4.0706
C 0.3152 2.7066 5.4438
C 1.1712 1.4283 3.5311
S 1.8124 1.7126 1.9979
N 1.5600 0.3997 4.3199
C 0.6804 -0.1801 5.3312
C 2.7334 -0.4177 4.0285
H -1.4689 3.4227 3.7399
H -0.8153 2.6525 2.2798
H 0.0268 4.0362 2.9916
H 0.6451 3.7499 5.4275
H 1.0492 2.1333 5.9968
H -0.6420 2.6609 5.9658
H -0.3166 0.2429 5.2570
H 1.0657 -0.0263 6.3425
H 0.6156 -1.2561 5.1594
H 3.3987 0.1169 3.3665
H 2.4463 -1.3552 3.5507
H 3.2471 -0.6373 4.9681
```

Properties
LUMO (spin up / spin down) = -0.58 / -0.58 eV
electronic energy = -111412.4651 eV
orbital gap (spin up / spin down) = 0.2164 / 0.2160 Eh
M = 665.69 g/mol

What did the second record say?
DFT (wB97M-V/def2-TZVPD) results for a structure of composition C30H46N8NiSSi2.

The geometry in XYZ format:
```
88
C30H46N8NiSSi2 (wB97M-V/def2-TZVPD)
Ni 0.3914 0.3460 -0.9945
N 4.5252 0.7816 -1.0526
C 3.5097 -0.0803 -0.9312
N 2.4009 0.6053 -0.9590
C 2.7962 1.8897 -1.0984
N 4.0885 2.0559 -1.1631
C 1.7678 2.9307 -1.0952
C 2.0636 4.2818 -0.9919
N 1.1089 5.2005 -0.9096
C -0.1401 4.7467 -0.9264
C -0.4340 3.3999 -1.0517
N 0.5199 2.4833 -1.1474
H 5.5115 0.5933 -1.0564
H 3.6056 -1.1556 -0.8280
H 3.0966 4.6080 -0.9774
H -0.9338 5.4810 -0.8507
H -1.4599 3.0589 -1.0998
C -1.8186 -1.0798 -3.7518
Si -2.0923 0.5093 -2.8178
C -3.9318 0.8330 -3.0680
C -1.2398 1.8860 -3.7732
C -1.6060 0.4205 -1.0277
Si -2.6866 -0.5538 0.1131
C -2.5926 -2.4068 -0.1120
C -2.3544 -0.0313 1.9033
C -4.4989 -0.0915 -0.0823
H -2.3994 -1.0511 -4.6827
H -2.1603 -1.9394 -3.1585
H -0.7702 -1.2515 -4.0104
H -4.1090 1.1042 -4.1182
H -4.3368 1.6335 -2.4360
H -4.5055 -0.0793 -2.8644
H -1.4400 1.7529 -4.8425
H -0.1515 1.8781 -3.6366
H -1.6090 2.8796 -3.4895
H -1.6286 1.4357 -0.6057
H -1.6435 -2.7089 -0.5614
H -3.4063 -2.7558 -0.7637
H -2.6866 -2.9210 0.8516
H -1.3462 0.3785 2.0627
H -2.4789 -0.8813 2.5871
H -3.0757 0.7430 2.2007
H -4.9573 -0.5712 -0.9543
H -4.6292 0.9930 -0.1868
H -5.0542 -0.4131 0.8096
C 1.3362 -3.1332 -5.0586
C 1.7636 -1.8561 -4.7361
C 1.5635 -1.3439 -3.4576
C 0.9454 -2.1004 -2.4528
C 0.4706 -3.3718 -2.8123
C 0.6672 -3.8769 -4.0895
N 0.7741 -1.5424 -1.1740
C 0.9493 -2.2884 -0.0116
C 1.5640 -3.5593 0.0317
C 1.6503 -4.2799 1.2188
C 1.1578 -3.7727 2.4146
C 0.6427 -2.4827 2.4090
C 0.5742 -1.7481 1.2370
H 1.5025 -3.5374 -6.0519
H 2.2615 -1.2482 -5.4849
H 1.8702 -0.3313 -3.2238
H -0.0881 -3.9476 -2.0847
H 0.2874 -4.8661 -4.3337
H 1.9689 -3.9875 -0.8768
H 2.1093 -5.2638 1.2034
H 1.1822 -4.3636 3.3235
H 0.2778 -2.0401 3.3342
H 0.2101 -0.7378 1.2408
C -0.5548 3.1368 3.2154
N 0.1806 2.2149 4.0706
C 0.3152 2.7066 5.4438
C 1.1712 1.4283 3.5311
S 1.8124 1.7126 1.9979
N 1.5600 0.3997 4.3199
C 0.6804 -0.1801 5.3312
C 2.7334 -0.4177 4.0285
H -1.4689 3.4227 3.7399
H -0.8153 2.6525 2.2798
H 0.0268 4.0362 2.9916
H 0.6451 3.7499 5.4275
H 1.0492 2.1333 5.9968
H -0.6420 2.6609 5.9658
H -0.3166 0.2429 5.2570
H 1.0657 -0.0263 6.3425
H 0.6156 -1.2561 5.1594
H 3.3987 0.1169 3.3665
H 2.4463 -1.3552 3.5507
H 3.2471 -0.6373 4.9681
```

Properties
LUMO (spin up / spin down) = -0.58 / -0.58 eV
electronic energy = -111412.4651 eV
orbital gap (spin up / spin down) = 0.2164 / 0.2160 Eh
M = 665.69 g/mol